Here is C36H32FN8O4RhS2 as an isolated structure from OMol25. Energies are from ωB97M-V/def2-TZVPD.

The value obtained for the HOMO-LUMO gap is 4.99 eV. The HOMO energy is -6.7 eV. As for the total energy: -3136.80022 Eh. Its energy above the lowest of the compared OMol25 structures with the same formula, charge and spin is 25.8 kcal per mole.

```
! RIJCOSX wB97M-V def2-TZVPD def2/J DEFGRID3
* xyz 0 1
Rh 0.74 -1.38 -1.88
S 2.66 -1.27 -0.67
S 5.22 -2.67 -1.19
F -0.89 3.33 2.79
O 0.47 -3.21 -1.02
O 0.81 0.26 -3.07
O -0.64 -4.65 0.24
O -0.13 -0.43 -0.20
N -1.51 -2.12 3.22
N -4.17 2.15 -2.08
N -3.61 4.70 5.18
N -1.52 -1.42 -2.41
N -2.08 2.29 5.14
N 1.98 -2.11 -3.27
N -3.99 -0.75 1.21
N 3.21 -2.64 -2.91
C 6.93 0.25 -2.17
C -1.32 -0.75 3.17
C -3.70 -0.47 0.12
C -3.78 1.13 -1.69
C -0.23 -3.52 0.00
C 1.67 -2.14 -4.53
C -0.55 -2.44 1.03
C -4.20 3.43 4.63
C 6.84 1.63 -2.29
C -0.67 0.80 -4.79
C 0.28 -0.07 -4.22
C 6.13 -2.07 -2.67
C -1.31 0.52 -5.97
C 6.04 -0.58 -2.83
C -1.69 0.09 4.22
C -0.41 -1.03 0.86
C -3.76 -2.44 4.23
C 4.93 1.36 -3.73
C -1.02 -0.64 -6.69
C -0.57 1.18 1.91
C -0.99 1.98 2.93
C -1.56 1.47 4.10
C -0.07 -1.50 -6.18
C 0.60 -1.25 -4.97
C -1.47 3.54 5.52
C 3.58 -2.26 -1.73
C -3.51 2.26 5.33
C 2.50 -2.92 -5.50
C -2.13 4.77 4.90
C -2.34 -0.82 -1.85
C -3.31 -0.09 -1.17
C 5.83 2.19 -3.07
C -0.76 -0.20 2.01
C -1.10 -2.89 2.19
C 5.04 -0.01 -3.62
C -2.26 -2.73 4.31
H 1.99 -3.05 -6.44
H -2.03 4.78 3.82
H -1.52 3.63 6.62
H -4.09 5.52 4.80
H -1.77 5.70 5.32
H -3.97 -1.38 4.36
H -4.14 -2.72 3.25
H 7.54 2.27 -1.78
H -4.01 3.42 3.56
H -1.84 -2.41 5.27
H 5.75 3.26 -3.16
H 2.75 -3.89 -5.06
H -0.41 3.54 5.25
H 4.14 1.79 -4.33
H -4.28 -3.00 5.00
H -3.92 1.33 4.94
H -0.92 1.68 -4.22
H -3.76 4.71 6.19
H 4.33 -0.65 -4.13
H 3.45 -2.40 -5.69
H -3.75 2.30 6.40
H -1.53 -0.87 -7.61
H -2.10 -0.30 5.13
H 7.71 -0.18 -1.55
H 5.73 -2.60 -3.53
H 7.15 -2.39 -2.51
H -2.08 -3.80 4.24
H -5.28 3.46 4.81
H -0.17 1.60 0.99
H -2.06 1.21 -6.35
H 0.15 -2.41 -6.73
H -1.29 -3.95 2.28
*
```